[1]
The following is a DFT calculation (wB97M-V/def2-TZVPD) of the molecule C20H18N2O6.

HOMO level ... -8.19 eV
Orbital gap ... 8.492 eV
Structure (SMILES) ... COC(=O)c1cn(NC(=O)c2ccc(OC)c(OC)c2)c(=O)c2ccccc12
Energy relative to the best compared isomer or geometry (same formula, charge and spin) ... 270.3 kJ/mol

Cartesian coordinates (Å):
O -3.04407 1.59050 -5.72760
O -1.23193 -1.94262 0.90486
O 3.76589 1.35955 2.38441
O -3.86522 -0.13344 -3.55727
O 4.03574 -0.20335 3.95612
O 0.87184 1.92717 -0.71073
N 0.47583 -0.47111 0.84989
N -0.02318 -0.13917 -0.39796
C -0.75815 1.15691 -2.25822
C 3.35297 0.37931 2.95596
C -4.84197 -0.02897 -4.56927
C -0.25950 -1.47782 1.48477
C -0.34473 2.02724 -3.25967
C -1.09512 2.17451 -4.40837
C -2.73018 0.61544 -3.57160
C 1.74471 -1.70380 4.65184
C 1.59043 0.07205 1.36962
C 0.22555 -1.86252 2.79142
C -2.28465 1.47766 -4.59613
C -0.12251 -3.22460 4.74711
C -1.95506 0.47004 -2.42589
C 2.09100 -0.30154 2.58740
C -0.50941 -2.82831 3.49158
C 1.38510 -1.28895 3.36048
C 1.00794 -2.64926 5.32586
C -2.62847 2.47198 -6.74243
C 0.09661 1.05716 -1.04724
C 5.26975 0.41413 4.29199
H -5.22218 0.99049 -4.66065
H -1.38473 -3.23903 3.01168
H 2.61132 -1.27230 5.12109
H -2.57809 3.50489 -6.38455
H -0.74153 2.84687 -5.17273
H 5.93174 0.43463 3.42415
H -0.68921 -3.96833 5.28602
H 2.07744 0.84201 0.78819
H -3.38955 2.39696 -7.51787
H 1.30889 -2.94838 6.31921
H -5.64819 -0.68875 -4.24892
H 0.57177 2.57985 -3.12791
H -0.78382 -0.78587 -0.61763
H -2.36101 -0.18272 -1.66811
H 5.70128 -0.18561 5.08936
H -1.65941 2.18004 -7.15879
H -4.46191 -0.36246 -5.53669
H 5.10229 1.43966 4.62735

=====

[2]
The following is a DFT calculation (wB97M-V/def2-TZVPD) of a structure of composition C20H19BClF4LiN4O8S2.

HOMO level ... -0.48 eV
Orbital gap ... 0.979 eV
Net charge ... -2

Cartesian coordinates (Å):
Cl 2.51172 4.02740 -2.57859
S 0.21581 4.25952 -0.80043
S 0.56024 1.47248 0.26484
F -6.36525 -2.00301 1.11750
F -5.87831 -0.20492 2.50542
F -5.42616 -2.33127 3.21214
F -4.16356 -1.38438 1.55265
O -3.25657 3.20900 -2.87489
O -2.22982 -10.43047 1.84695
O 9.02111 0.12796 0.20395
O -3.58651 -7.64981 -1.66562
O -1.31880 3.90496 -3.53296
O 7.23771 -1.15603 -0.08022
O -5.22240 -6.27936 0.14240
O -4.11639 -9.26729 3.56886
N -1.78025 2.63283 0.11476
N -2.22422 3.09638 -3.50517
N 5.11657 3.39348 0.25212
N -3.69738 1.57291 0.58006
C 7.81948 0.07171 0.07749
C 5.68028 3.04600 -0.90402
C -2.06219 1.85532 -4.31017
C 2.76717 3.82777 0.35013
C 6.55561 2.00869 -1.01066
C -4.57387 -7.28650 0.49257
C -2.42404 1.46140 0.39193
C -2.98160 -9.52594 1.46876
C -4.70147 -7.77914 1.82452
C -3.63739 -8.03145 -0.47970
C 6.30786 1.66494 1.34003
C 4.13624 4.48500 0.35391
C -0.39694 2.76152 -0.10635
C -4.00029 -8.84274 2.40842
C -2.76992 3.61199 0.10181
C 5.44327 2.71226 1.36321
C 6.88852 1.25950 0.12778
C 1.58100 4.81580 0.29516
C -2.92541 -9.08211 0.09931
C -3.90616 2.95376 0.38261
B -5.43885 -1.46709 2.11115
Li -6.69457 -3.71611 0.64450
H -5.43108 -7.24052 2.42340
H -2.10969 1.01295 -3.62501
H 6.30238 -1.01456 -0.30500
H 4.27395 5.22406 -0.44191
H -2.87717 1.82310 -5.02785
H -4.90697 3.36183 0.48648
H 4.27233 5.02988 1.30355
H 5.40936 3.59684 -1.80615
H -2.62366 4.66591 -0.08367
H -2.02560 0.45756 0.48483
H -1.10171 1.89293 -4.81258
H 7.01757 1.72739 -1.95382
H 6.53767 1.14964 2.27030
H 1.91535 5.77057 -0.13615
H 2.62570 3.20359 1.25441
H 2.66333 3.13886 -0.48460
H 1.22453 5.06135 1.30698
H -2.23552 -9.65192 -0.51574
H 5.00501 2.99554 2.31636

=====

[3]
The following is a DFT calculation (wB97M-V/def2-TZVPD) of a structure of composition C20H19BeCl2O8P2S2.

HOMO level ... -4.64 eV
Orbital gap ... 6.885 eV
Energy relative to the best compared isomer or geometry (same formula, charge and spin) ... 0.0 kJ/mol
Net charge ... -1

Cartesian coordinates (Å):
Cl 3.96306 1.58499 -1.86660
Cl 3.92152 -3.61740 -0.24837
S -1.38932 -0.53743 -1.47743
S 2.22618 -1.04130 -0.89603
P 0.35558 2.80148 -2.36743
P 1.45766 3.36992 0.11686
O 0.73485 1.32961 -2.34567
O 0.59630 3.28009 -3.87295
O 1.45794 3.61720 -1.53004
O -1.00782 3.17983 -1.88990
O -0.44188 -0.07696 -0.39476
O 1.28668 1.84953 0.23922
O 2.60527 4.02547 0.73465
O 0.07821 4.04899 0.54998
C -1.72668 -2.64714 2.94298
C 4.72312 -2.12232 -0.62469
C -2.77283 0.67767 -1.45837
C 6.12343 0.15065 -1.25677
C -2.30581 -2.25149 1.74765
C -0.47235 -3.24052 2.94151
C -1.64463 -2.45969 0.54068
C -2.57030 1.53600 0.88926
C 6.10714 -2.13696 -0.58633
C -3.06480 1.67040 2.17762
C 3.96941 -0.97254 -0.94726
C -0.39270 -3.06472 0.54661
C -5.13588 0.65727 1.50683
C 4.74020 0.14716 -1.30462
C 6.81680 -0.98687 -0.88553
C -2.27829 -1.99366 -0.73224
C -4.34429 1.23170 2.49173
C -4.63088 0.49609 0.22442
C -3.34250 0.92175 -0.09803
C 0.19514 -3.44559 1.74229
Be 1.06773 0.75956 -0.84840
H -2.24300 -2.47321 3.87912
H -3.30572 -1.69644 -0.54902
H -3.50793 0.29301 -2.16796
H -1.57949 1.89959 0.64806
H 0.23110 4.16258 -4.00312
H 6.65028 1.05804 -1.52176
H -0.00606 -3.53540 3.87362
H -3.27671 -1.76874 1.74923
H -2.24340 -2.75085 -1.51659
H -6.13863 0.31995 1.73857
H -2.29452 1.57213 -1.86734
H 7.89780 -0.98079 -0.84038
H 6.60793 -3.05818 -0.32019
H -0.60736 3.80863 -0.11085
H 1.18340 -3.88427 1.73205
H -5.25357 0.04803 -0.54387
H -2.43831 2.10745 2.94452
H 0.14599 -3.20683 -0.38346
H -4.72706 1.34452 3.49854

=====

[4]
The following is a DFT calculation (wB97M-V/def2-TZVPD) of a structure of composition C20H19Cl2IrN5O2S2.

HOMO level ... -11.23 eV
Orbital gap ... 6.982 eV
Energy relative to the best compared isomer or geometry (same formula, charge and spin) ... 14.9 kJ/mol
Net charge ... +1

Cartesian coordinates (Å):
Ir 0.67911 0.30775 0.54124
Cl -4.37931 5.52871 0.41752
Cl 0.42459 4.51461 -1.76621
S 3.62833 -0.94825 3.36074
S 3.03682 0.40018 0.57532
O 0.20158 1.99267 -0.46436
O -1.34038 0.04149 1.01132
N 1.35287 -0.55758 2.22865
N 0.88462 -2.46283 -2.65056
N 0.55219 -0.41038 -1.37756
N -0.95027 -0.99330 -3.20834
N 1.31849 -0.32448 -3.68451
C -0.90217 4.00612 -0.79369
C -3.08894 3.18197 0.71207
C -1.96385 4.84421 -0.58799
C -0.85391 2.70534 -0.22045
C -0.86936 -0.38389 -1.90953
C 2.67704 -0.37734 2.07277
C 1.03615 -1.18138 3.43427
C 0.81557 -2.40274 5.89886
C -1.99615 2.29759 0.51876
C 2.17219 -1.46881 4.19276
C -3.06593 4.43413 0.18129
C -0.50167 -2.38537 -3.11852
C 1.73673 -1.72338 -3.58597
C -0.07229 -0.27076 -4.13453
C 0.98063 -1.86297 -1.34694
C -0.22789 -1.51109 3.90260
C 2.07869 -2.08020 5.43421
C -0.32200 -2.12237 5.13973
C -2.15686 0.98835 1.03880
C 1.43226 0.29980 -2.39383
H 2.00764 -1.88696 -0.98117
H -1.18032 0.65840 -1.95651
H -1.95572 5.83278 -1.02702
H 0.32435 -2.37418 -0.64040
H -1.29627 -2.38961 5.52539
H 2.45913 0.22614 -2.03748
H -1.10534 -1.30163 3.30667
H -3.11862 0.76207 1.51008
H -0.39183 0.77031 -4.19757
H 2.77176 -1.76689 -3.24443
H -3.94476 2.84656 1.28344
H 2.96060 -2.29815 6.02059
H -1.48396 -0.92901 -1.19402
H -1.14935 -2.93061 -2.43052
H 1.67214 -2.18799 -4.56902
H -0.57004 -2.84564 -4.10326
H 1.12063 1.34069 -2.42342
H 0.71061 -2.87936 6.86342
H -0.14756 -0.72272 -5.12269

=====

[5]
The following is a DFT calculation (wB97M-V/def2-TZVPD) of a structure of composition C20H19ClN3NiO3S2.

HOMO level (spin up / spin down) ... -11.64 / -11.75 eV
Orbital gap (spin up / spin down) ... 8.989 / 8.005 eV
Net charge ... +1
<S²> ... 2.01
2S+1 ... 3

Cartesian coordinates (Å):
Ni 0.38980 -0.18692 -0.00595
Cl 3.40339 1.81431 4.25606
S 1.20277 1.98762 -0.40306
S -2.54913 1.13689 -0.91690
O 0.31820 -3.69424 1.76590
O -0.01284 -2.03825 0.28349
O -1.52127 0.27718 -0.20399
N 2.33235 -0.78204 -0.65559
N 3.18755 0.27811 -0.97500
N 3.66786 2.50083 -1.15211
C 0.38846 -2.54282 1.40730
C -6.53203 -0.21385 0.76386
C -2.32622 2.84256 1.23816
C -2.38617 3.84663 -0.96754
C -4.13168 -0.37711 0.75266
C 3.07677 -0.71245 3.36196
C 0.50828 -0.22712 2.42801
C -2.19652 4.09883 1.80014
C 1.08629 -1.48682 2.24820
C 1.21199 0.79440 3.06056
C -6.48511 0.74474 -0.24030
C -5.36374 -0.77646 1.25344
C -4.10425 0.58994 -0.23674
C -2.17261 5.22654 0.98510
C 2.36386 -1.72721 2.74570
C -2.41852 2.73331 -0.14447
C 2.77127 1.55780 -0.86397
C 2.50086 0.54679 3.50237
C -5.26466 1.14867 -0.75411
C -2.26924 5.10511 -0.39057
H 4.07287 -0.88885 3.74202
H 3.39450 3.46612 -1.08231
H 0.76394 1.76590 3.21495
H -2.44592 3.73347 -2.04197
H 2.22015 -1.41164 -1.44758
H 2.69312 -1.31021 0.13961
H 4.60859 2.29251 -1.44398
H -7.48799 -0.53214 1.15746
H -2.12700 4.20619 2.87376
H -5.40746 -1.53718 2.02065
H -2.24839 5.98523 -1.01776
H 4.14252 0.06216 -1.22165
H -3.21116 -0.82624 1.09817
H 2.78874 -2.71812 2.64513
H -0.54133 -0.06164 2.16254
H -2.36625 1.95537 1.85712
H -7.39967 1.16982 -0.62918
H -5.21850 1.88763 -1.54378
H -2.08038 6.20697 1.43185